1.
{"formula": "CHLiO2Tm", "method": "the ωB97M-V functional and the def2-TZVPD basis", "gap_ev": [10.09, 5.61], "energy_ha": -1280.49311, "spin_multiplicity": 3, "charge": 3, "e_lumo_ev": [-15.75, -18.56], "elements": ["H", "O", "C", "O", "Li", "Tm"], "positions_angstrom": [[-0.47, -0.99, -0.83], [0.16, -0.58, 0.31], [-0.97, -0.13, -0.23], [-1.03, 1.01, -0.59], [1.96, -1.09, 0.06], [0.36, 1.78, 1.27]]}

---

2.
{"formula": "C2H4Cl2N2S3", "method": "the ωB97M-V functional and the def2-TZVPD basis", "gap_ev": 7.96, "energy_ha": -2302.92719, "e_lumo_ev": -0.59, "elements": ["H", "N", "N", "S", "S", "H", "S", "C", "C", "Cl", "Cl", "H", "H"], "positions_angstrom": [[0.84, 1.58, -0.73], [0.39, 1.33, 0.15], [1.12, 1.33, 1.15], [0.70, 1.07, 2.64], [3.02, 1.61, 0.82], [3.16, 0.36, 0.39], [-2.99, -0.71, -0.07], [-1.39, -1.09, 0.48], [-0.28, -1.11, -0.25], [1.21, -1.67, 0.41], [-0.23, -0.82, -1.96], [-2.68, -0.63, -1.37], [-1.34, -1.30, 1.54]]}

---

3.
{"formula": "C36H41MgN10P2S", "method": "the ωB97M-V functional and the def2-TZVPD basis", "gap_ev": 8.32, "energy_ha": -3224.30088, "charge": 3, "e_lumo_ev": -7.00, "elements": ["Mg", "N", "P", "C", "C", "C", "C", "C", "C", "C", "C", "C", "C", "C", "C", "C", "C", "C", "C", "C", "N", "H", "H", "H", "H", "H", "H", "H", "H", "H", "H", "H", "H", "H", "H", "H", "N", "C", "C", "C", "C", "C", "C", "C", "N", "C", "C", "N", "C", "H", "H", "H", "H", "H", "H", "H", "S", "C", "N", "C", "C", "N", "H", "H", "H", "H", "H", "H", "C", "N", "C", "N", "C", "N", "C", "P", "C", "C", "H", "H", "H", "H", "H", "H", "H", "H", "H", "H", "H", "H", "H"], "positions_angstrom": [[0.32, -0.48, -0.03], [-1.55, -0.53, -2.72], [-1.06, 0.85, -1.84], [-0.18, 1.88, -3.04], [-0.48, 3.24, -3.20], [0.27, 4.02, -4.06], [1.33, 3.46, -4.76], [1.64, 2.12, -4.61], [0.89, 1.33, -3.74], [-2.61, 1.72, -1.50], [-2.86, 2.17, -0.21], [-4.05, 2.83, 0.08], [-4.99, 3.03, -0.93], [-4.74, 2.58, -2.22], [-3.55, 1.93, -2.51], [-0.91, -1.76, -2.61], [-1.20, -2.77, -3.53], [-0.56, -3.98, -3.42], [0.37, -4.18, -2.40], [0.59, -3.14, -1.53], [-0.04, -1.94, -1.61], [-2.12, -0.43, -3.55], [-1.32, 3.68, -2.66], [0.02, 5.07, -4.19], [1.91, 4.07, -5.44], [2.46, 1.68, -5.17], [1.14, 0.28, -3.64], [-2.11, 2.03, 0.57], [-4.23, 3.21, 1.07], [-5.92, 3.54, -0.71], [-5.47, 2.74, -3.00], [-3.35, 1.62, -3.53], [-1.91, -2.59, -4.33], [-0.76, -4.77, -4.14], [0.91, -5.10, -2.29], [1.32, -3.23, -0.73], [10.70, -0.69, 2.59], [9.57, -0.86, 2.43], [8.17, -1.08, 2.22], [7.28, -0.03, 2.42], [5.92, -0.23, 2.22], [5.48, -1.47, 1.81], [6.35, -2.53, 1.61], [7.71, -2.33, 1.82], [4.07, -1.68, 1.58], [3.32, -2.71, 2.07], [2.06, -2.51, 1.60], [2.04, -1.37, 0.81], [3.27, -0.90, 0.84], [7.65, 0.94, 2.75], [5.21, 0.57, 2.41], [5.99, -3.49, 1.27], [8.41, -3.14, 1.67], [3.73, -3.46, 2.72], [1.18, -3.12, 1.76], [3.63, -0.02, 0.32], [0.43, 1.41, 1.67], [0.87, 2.94, 1.03], [1.07, 3.27, -0.25], [1.44, 4.68, -0.42], [1.43, 5.20, 1.04], [1.06, 4.00, 1.80], [0.95, 2.63, -1.02], [0.71, 5.19, -1.04], [2.42, 4.77, -0.88], [0.69, 5.99, 1.18], [2.40, 5.57, 1.35], [0.98, 3.96, 2.80], [-3.81, -2.45, 3.62], [-3.99, -1.01, 3.10], [-5.02, -1.04, 1.96], [-4.63, -1.96, 0.95], [-4.46, -3.30, 1.51], [-3.44, -3.32, 2.56], [-2.09, -3.08, 2.05], [-1.94, -1.41, 1.26], [-2.68, -0.42, 2.65], [-3.46, -1.51, 0.20], [-4.77, -2.74, 4.05], [-3.05, -2.42, 4.40], [-4.36, -0.44, 3.86], [-5.11, -0.03, 1.58], [-5.96, -1.35, 2.42], [-4.17, -3.99, 0.71], [-5.41, -3.64, 1.92], [-1.85, -3.85, 1.32], [-1.38, -3.18, 2.87], [-2.86, 0.60, 2.32], [-2.00, -0.39, 3.50], [-3.27, -2.20, -0.62], [-3.66, -0.53, -0.25]]}

---

4.
{"formula": "C49H56BiBrIN4O2PSSe2Te", "method": "the ωB97M-V functional and the def2-TZVPD basis", "gap_ev": 7.31, "energy_ha": -11167.15683, "e_lumo_ev": -0.13, "elements": ["Bi", "Se", "P", "Se", "C", "C", "C", "C", "C", "C", "C", "C", "C", "C", "C", "C", "H", "H", "H", "H", "H", "H", "H", "H", "H", "H", "C", "C", "C", "C", "C", "C", "C", "Br", "C", "O", "C", "C", "C", "C", "C", "C", "H", "H", "H", "H", "H", "H", "H", "H", "H", "H", "H", "H", "H", "H", "H", "H", "H", "H", "H", "H", "O", "C", "C", "C", "C", "C", "C", "N", "H", "H", "H", "H", "H", "H", "H", "I", "C", "C", "N", "N", "C", "H", "H", "H", "C", "C", "C", "C", "C", "C", "Te", "C", "C", "C", "H", "H", "H", "H", "H", "H", "H", "H", "H", "H", "H", "S", "C", "N", "C", "C", "C", "C", "H", "H", "H", "H", "H"], "positions_angstrom": [[-0.37, -0.50, 0.37], [2.67, 0.60, 2.36], [3.01, -1.42, 1.90], [1.70, -2.47, 0.40], [2.90, -2.53, 3.35], [3.28, -3.86, 3.20], [3.16, -4.73, 4.28], [2.66, -4.27, 5.49], [2.28, -2.94, 5.63], [2.41, -2.06, 4.56], [4.71, -1.67, 1.31], [5.73, -1.49, 2.23], [7.05, -1.55, 1.82], [7.35, -1.77, 0.48], [6.34, -1.94, -0.44], [5.01, -1.89, -0.03], [3.66, -4.20, 2.25], [3.47, -5.76, 4.17], [2.57, -4.94, 6.32], [1.90, -2.58, 6.57], [2.13, -1.02, 4.65], [5.49, -1.31, 3.27], [7.85, -1.42, 2.54], [8.38, -1.80, 0.16], [6.57, -2.10, -1.48], [4.22, -2.05, -0.74], [-5.67, 4.91, 2.88], [-6.10, 3.46, 2.61], [-7.48, 3.48, 1.96], [-6.21, 2.70, 3.94], [-5.05, 2.76, 1.74], [-3.72, 2.75, 2.13], [-2.78, 2.14, 1.34], [-0.95, 2.33, 1.89], [-3.06, 1.47, 0.13], [-2.07, 0.93, -0.58], [-4.42, 1.50, -0.28], [-5.35, 2.15, 0.54], [-4.95, 1.02, -1.64], [-4.99, 2.24, -2.57], [-4.08, -0.04, -2.30], [-6.37, 0.45, -1.50], [-6.44, 5.43, 3.45], [-5.51, 5.44, 1.94], [-4.74, 4.95, 3.45], [-8.18, 4.00, 2.61], [-7.86, 2.47, 1.81], [-7.46, 3.99, 1.00], [-6.95, 3.17, 4.59], [-5.25, 2.69, 4.47], [-6.51, 1.67, 3.76], [-3.40, 3.22, 3.05], [-6.37, 2.17, 0.19], [-3.99, 2.63, -2.74], [-5.60, 3.04, -2.14], [-5.42, 1.96, -3.54], [-3.10, 0.36, -2.52], [-4.54, -0.36, -3.24], [-3.97, -0.91, -1.65], [-7.13, 1.23, -1.46], [-6.46, -0.16, -0.60], [-6.60, -0.18, -2.36], [1.71, 1.23, -0.88], [2.09, 0.46, -1.98], [0.90, -0.01, -2.78], [0.80, 0.26, -4.13], [-0.29, -0.23, -4.85], [-1.25, -0.97, -4.18], [-1.09, -1.16, -2.82], [-0.06, -0.69, -2.13], [1.34, 2.09, -1.19], [2.61, -0.42, -1.59], [2.78, 1.00, -2.63], [1.56, 0.84, -4.62], [-0.39, -0.02, -5.90], [-2.10, -1.39, -4.68], [-1.83, -1.71, -2.26], [-0.87, 7.41, -1.47], [-0.59, 5.35, -1.58], [-1.53, 4.38, -1.29], [-0.93, 3.20, -1.50], [0.34, 3.35, -1.89], [0.57, 4.65, -1.94], [-2.55, 4.46, -0.96], [-1.31, 2.26, -1.27], [1.53, 5.03, -2.23], [-4.22, -5.51, -4.66], [-3.79, -4.83, -3.39], [-2.46, -4.83, -3.01], [-2.03, -4.21, -1.84], [-0.60, -4.33, -1.44], [-2.96, -3.52, -1.05], [-2.38, -2.41, 0.71], [-4.32, -3.58, -1.38], [-5.38, -3.02, -0.48], [-4.71, -4.23, -2.55], [-3.42, -5.50, -5.40], [-5.10, -5.02, -5.08], [-4.49, -6.55, -4.46], [-1.73, -5.34, -3.62], [-0.08, -5.06, -2.07], [-0.52, -4.65, -0.40], [-0.06, -3.39, -1.52], [-5.18, -1.97, -0.24], [-5.38, -3.56, 0.47], [-6.36, -3.10, -0.93], [-5.76, -4.27, -2.80], [-0.66, -0.83, 3.20], [-0.72, -2.43, 3.78], [-0.10, -3.44, 3.14], [-0.18, -4.73, 3.52], [-0.92, -5.08, 4.61], [-1.55, -4.06, 5.34], [-1.44, -2.76, 4.95], [0.47, -3.22, 2.31], [0.35, -5.44, 2.91], [-1.02, -6.12, 4.90], [-2.14, -4.31, 6.21], [-1.92, -1.95, 5.48]]}